No. 1
{"formula": "Be3F3NO4S2", "method": "ωB97M-V/def2-TZVPD", "homo_energy_ev": -24.22, "lumo_energy_ev": -21.68, "total_charge": 4, "energy_ha": -1493.33681, "gap_ev": 2.5, "symbols": ["Be", "Be", "Be", "F", "N", "S", "O", "O", "F", "S", "O", "O", "F"], "positions_angstrom": [[2.079300, 3.007111, 0.085768], [0.560963, -0.747594, -2.300702], [3.735933, 1.702958, -3.292078], [2.362138, 0.808924, -1.249702], [-0.722271, -0.759800, -0.327395], [0.155852, -0.387169, 1.124727], [-0.259661, -0.989029, 2.405692], [0.778921, 0.989123, 1.261482], [1.445730, -1.176246, 0.684115], [-2.108374, -0.668672, 0.418956], [-2.366679, 0.467290, 1.270990], [-2.718006, -1.936530, 0.814923], [-2.943846, -0.310366, -0.896777]], "forces_ev_per_a": [[-0.587, -1.850, 0.658], [-0.634, 0.059, 2.581], [0.068, -0.464, 0.654], [-0.504, 1.152, -1.882], [3.373, 1.694, 1.564], [5.830, -0.581, 4.017], [0.190, 1.706, -4.143], [-1.936, -1.265, -1.270], [-0.982, 0.180, -0.245], [-9.601, -0.848, -3.135], [1.589, -0.785, -0.200], [1.915, 1.406, 0.135], [1.280, -0.404, 1.269]]}

***

No. 2
{"formula": "C20H32BF14NO18S3Zr", "method": "ωB97M-V/def2-TZVPD", "homo_energy_ev": -9.50, "e_above_lowest_kcal_mol": 0.0, "lumo_energy_ev": -1.16, "energy_ha": -4854.93858, "gap_ev": 8.3, "symbols": ["Zr", "N", "S", "O", "O", "F", "S", "O", "O", "F", "B", "H", "H", "H", "H", "O", "C", "C", "O", "H", "H", "H", "H", "C", "C", "O", "C", "O", "C", "F", "F", "F", "H", "H", "H", "H", "H", "C", "C", "O", "C", "O", "C", "F", "F", "F", "H", "H", "H", "H", "H", "C", "C", "O", "C", "O", "C", "F", "F", "F", "H", "H", "H", "H", "H", "C", "C", "O", "C", "O", "C", "F", "F", "F", "H", "H", "H", "H", "H", "C", "C", "O", "S", "O", "O", "O", "H", "H", "H", "H"], "positions_angstrom": [[1.877103, -0.097975, -0.749061], [3.285737, -0.761142, 0.600662], [4.840129, -1.210374, 0.530126], [5.144743, -2.597373, 0.305794], [5.849003, -0.346233, 1.093373], [4.921005, -0.771947, -1.020906], [3.249221, -1.072093, 2.326980], [4.103881, -0.332929, 3.212386], [2.985130, -2.429607, 2.676219], [1.929877, -0.223264, 2.524111], [-0.253729, 0.402630, -0.383039], [0.278017, 0.456416, 0.604479], [0.354741, 1.181146, -0.895413], [-0.113545, -0.585740, -0.874377], [-1.339251, 0.758016, -0.304496], [1.818462, -1.619283, -2.301943], [2.349401, -1.157098, -3.533795], [3.115675, 0.201651, -3.497681], [2.718218, 1.030835, -2.396866], [1.529903, -1.037872, -4.261614], [2.900628, -1.973509, -4.014384], [3.092644, 0.793841, -4.413707], [4.173877, 0.007539, -3.286915], [-1.575053, -0.264537, -4.360852], [-1.697861, -1.451307, -3.450815], [-2.775396, -2.283152, -3.897029], [-3.231130, -3.134785, -2.962971], [-2.558491, -3.595939, -2.092921], [-4.675563, -3.584491, -3.196307], [-5.103308, -3.400239, -4.434043], [-4.872739, -4.832906, -2.815344], [-5.411428, -2.792223, -2.366561], [-1.455749, -0.643063, -5.379488], [-0.727684, 0.379766, -4.144315], [-2.538790, 0.251793, -4.339994], [-1.910743, -1.180020, -2.415974], [-0.731141, -1.963606, -3.492894], [-5.184122, 0.896866, -2.365659], [-3.785758, 1.236100, -1.849548], [-3.659118, 1.540679, -0.484675], [-4.096609, 2.673836, 0.016224], [-4.391685, 3.664370, -0.580484], [-4.083360, 2.711435, 1.577962], [-5.307598, 2.880852, 2.058466], [-3.531168, 1.616021, 2.117348], [-3.286274, 3.752246, 1.913257], [-5.749188, 0.321397, -1.625744], [-5.211932, 0.321766, -3.287983], [-5.758692, 1.818044, -2.474134], [-3.471925, 2.052975, -2.508482], [-3.076027, 0.458113, -2.111633], [-0.571001, 4.941286, 1.334058], [0.254453, 3.740711, 0.871163], [1.570818, 3.815661, 1.456317], [2.414293, 2.869961, 1.192660], [2.142806, 1.860945, 0.610804], [3.777991, 3.183356, 1.832766], [3.697162, 3.158412, 3.158660], [4.639980, 2.268899, 1.432437], [4.171885, 4.396140, 1.472355], [0.110471, 5.790930, 1.296191], [-0.917395, 4.742788, 2.344704], [-1.401303, 5.085348, 0.648757], [0.385621, 3.690246, -0.211949], [-0.223021, 2.798699, 1.152580], [2.589472, -4.666269, -1.503505], [1.033528, -4.579211, -1.578019], [0.395129, -4.470928, -0.311538], [0.431693, -3.396187, 0.399589], [0.909091, -2.328882, 0.132544], [-0.279206, -3.605050, 1.754375], [0.006852, -2.564290, 2.533706], [-1.606417, -3.582865, 1.585410], [0.026124, -4.735763, 2.354794], [2.965599, -5.125330, -2.416827], [2.881028, -5.375498, -0.723585], [3.035922, -3.695892, -1.304929], [0.685791, -5.496777, -2.035757], [0.949442, -3.739444, -2.266764], [0.944578, 1.187220, 6.559561], [1.374800, 2.546105, 5.956338], [0.938560, 2.496950, 4.586354], [-0.228999, 1.411075, 4.415077], [-0.257533, 0.874355, 3.099910], [-1.453652, 1.964556, 4.943561], [0.393963, 0.406572, 5.510765], [0.208520, 1.226939, 7.365137], [1.764806, 0.629547, 7.014222], [2.420367, 2.838367, 5.896026], [0.865439, 3.371700, 6.456720]], "forces_ev_per_a": [[-0.171, -0.331, -5.214], [3.088, -1.930, 5.812], [5.356, 0.109, -6.398], [-1.190, 0.453, 1.969], [-1.939, -1.007, 0.465], [-0.432, 0.611, -0.190], [-3.258, 1.507, 3.374], [0.356, -0.523, -1.655], [0.090, 0.533, -1.260], [-0.162, -0.852, -0.557], [-2.750, 0.820, 0.559], [1.111, -0.620, 2.536], [1.258, 2.360, -2.190], [0.117, -2.407, -1.403], [-1.078, 0.190, 0.108], [0.861, 2.817, 1.479], [-0.925, 0.187, -1.172], [1.121, -0.390, 1.491], [-1.842, -1.926, 2.194], [-0.341, 0.166, 0.256], [0.660, 0.232, 0.294], [-0.435, -0.281, -0.179], [0.064, -0.226, -0.361], [-1.103, -0.338, -0.692], [1.400, 0.130, 0.363], [-1.131, 0.086, 0.332], [1.524, -0.666, -1.225], [-0.285, 0.167, 0.616], [-0.348, 0.886, 0.883], [-0.032, -0.167, -0.148], [0.082, -0.203, -0.261], [-0.114, -0.117, -0.331], [0.084, 0.123, -0.013], [-0.092, 0.032, 0.323], [0.298, 0.470, -0.101], [0.230, -0.004, -0.009], [-0.302, -0.451, 0.317], [-0.758, 0.144, 1.461], [0.029, 0.320, -2.779], [-0.358, -0.861, 0.968], [0.165, 0.516, 0.100], [-0.353, 0.089, -0.310], [1.169, -0.478, -0.525], [0.167, 0.132, 0.083], [-0.443, 0.279, -0.100], [-0.650, -0.179, 0.213], [0.180, -0.209, -0.014], [0.393, 0.146, -0.097], [0.046, -0.017, -0.278], [0.269, 0.416, 0.598], [-0.025, -0.268, 0.756], [1.165, -0.696, -0.261], [-1.074, -0.358, -0.458], [0.244, 0.521, 0.228], [-0.661, 0.911, 1.072], [0.478, -1.094, -1.157], [-0.076, -0.386, -0.209], [-0.127, -0.103, 0.293], [0.386, 0.039, -0.047], [0.298, 0.243, -0.225], [-0.341, 0.279, 0.136], [-0.112, 0.325, 0.022], [-0.089, 0.054, 0.112], [0.050, 0.242, 0.009], [0.203, -0.001, 0.185], [-0.780, -0.799, 1.048], [2.603, -0.007, -1.539], [-0.289, -0.424, 0.036], [-0.028, -0.197, 0.303], [0.617, 0.706, -0.213], [-0.657, 0.922, 0.101], [0.291, -0.177, 0.295], [-0.246, -0.167, -0.382], [0.447, -0.324, 0.153], [-0.079, 0.394, -0.242], [0.050, 0.162, 0.155], [0.063, -0.040, -0.151], [-0.486, 0.014, 0.220], [-1.203, 0.290, 0.481], [0.614, -0.367, 1.162], [-0.677, 0.612, -0.081], [-0.351, -0.347, -0.722], [-1.409, 0.891, 1.112], [0.530, 0.147, 0.651], [1.208, -0.476, -0.283], [-0.210, -0.061, -1.335], [-0.167, 0.663, -0.251], [0.198, -0.024, -0.513], [0.181, -0.721, 0.232], [-0.167, -0.112, -0.026]]}

***

No. 3
{"formula": "C6H12O", "method": "ωB97M-V/def2-TZVPD", "homo_energy_ev": -9.14, "e_above_lowest_kcal_mol": 79.2, "lumo_energy_ev": 1.06, "energy_ha": -310.93312, "gap_ev": 10.2, "symbols": ["C", "C", "C", "C", "C", "C", "O", "H", "H", "H", "H", "H", "H", "H", "H", "H", "H", "H", "H"], "positions_angstrom": [[2.191605, 1.267731, 0.302895], [1.394729, 0.039653, -0.117998], [0.348547, 0.359028, -1.176193], [-2.076101, 0.127768, 1.106085], [-2.479359, -1.067836, 0.287870], [-1.468580, -0.975369, 1.396294], [-0.237378, -0.804356, -1.728513], [2.666905, 1.740617, -0.564256], [1.546024, 2.013362, 0.780943], [2.978091, 1.000516, 1.015071], [0.901212, -0.410568, 0.750316], [2.077022, -0.722429, -0.522580], [0.792961, 0.981225, -1.969446], [-0.475462, 0.932036, -0.735842], [-2.265146, 1.168312, 1.321306], [-2.140848, -1.160157, -0.744695], [-3.437086, -1.549101, 0.497761], [-0.791602, -1.519261, 2.037178], [0.474464, -1.421171, -1.936198]], "forces_ev_per_a": [[0.038, 0.083, 0.029], [0.022, -0.076, -0.027], [0.133, 0.301, 0.083], [0.076, -0.171, 0.253], [-0.285, -0.185, -0.193], [-0.161, 0.230, 0.155], [0.221, -0.214, -0.181], [-0.046, -0.044, 0.140], [0.085, -0.090, -0.073], [-0.105, 0.066, -0.083], [0.093, 0.052, -0.173], [-0.040, 0.111, 0.017], [-0.014, -0.093, 0.093], [0.146, -0.062, -0.085], [0.063, -0.147, -0.058], [-0.095, 0.021, 0.308], [0.062, 0.079, -0.024], [-0.081, 0.086, -0.142], [-0.111, 0.052, -0.038]]}

***

No. 4
{"formula": "C2H3MgO2Rb", "method": "ωB97M-V/def2-TZVPD", "homo_energy_ev": [-5.75, -5.75], "lumo_energy_ev": [-1.62, -1.62], "energy_ha": -452.43184, "gap_ev": [4.1, 4.1], "symbols": ["O", "C", "C", "O", "H", "H", "Rb", "Mg", "H"], "positions_angstrom": [[1.082085, -1.167335, -1.018792], [0.051946, -0.430756, -1.008002], [0.018834, 0.816237, -0.163591], [-1.090868, 0.760052, 0.650770], [0.013437, 1.649971, -0.906200], [0.985691, 0.909954, 0.387692], [-1.482960, 2.912479, 3.519376], [-0.671215, -2.462680, -0.416940], [1.093050, -2.987921, -1.044313]], "forces_ev_per_a": [[-1.344, 3.425, -0.036], [1.819, -3.665, 0.742], [-0.703, 1.333, 0.159], [0.605, 0.331, 0.479], [-0.050, 0.099, 0.156], [-0.139, -0.228, -0.220], [0.124, -0.598, -0.801], [1.143, 0.412, -0.898], [-1.455, -1.107, 0.418]]}

***

Number 1: molecular weight 226.17 g/mol. Number 2: molecular weight 1038.67 g/mol. Number 3: molecular weight 100.16 g/mol. Number 4: molecular weight 168.82 g/mol.